[1]
A gas-phase ion, C6H15N2 (charge +1) in a non-equilibrium geometry, computed with the ωB97M-V functional and the def2-TZVPD basis.

```
! RIJCOSX wB97M-V def2-TZVPD def2/J DEFGRID3
* xyz 1 1
N -2.173 1.605 -0.679
C -2.182 0.424 0.310
C -1.058 -0.415 -0.246
N 0.188 0.375 -0.107
C 0.857 0.175 1.183
C 1.656 -1.126 1.083
C 2.056 -1.187 -0.409
C 1.154 -0.108 -1.102
H -1.219 1.996 -0.624
H -2.288 1.312 -1.646
H -2.804 2.357 -0.408
H -3.201 0.080 0.175
H -1.958 0.884 1.264
H -0.927 -1.395 0.231
H -1.205 -0.721 -1.272
H 0.186 0.118 2.041
H 1.515 1.033 1.318
H 2.534 -1.141 1.724
H 1.079 -2.010 1.328
H 1.831 -2.138 -0.891
H 3.131 -1.082 -0.533
H 0.800 -0.564 -2.010
H 1.832 0.682 -1.428
*
```

energy above the lowest of the compared OMol25 structures with the same formula, charge and spin = 32.2 kcal per mole
energy = -9438.5771 eV
SMILES = [NH3+]CCN1CCCC1
E_LUMO = -0.1226 Ha
HOMO level = -13.099 eV

[2]
A gas-phase ion, C5H10N3 (charge +1) in a non-equilibrium geometry, computed with the ωB97M-V functional and the def2-TZVPD basis.

```
! RIJCOSX wB97M-V def2-TZVPD def2/J DEFGRID3
* xyz 1 1
N 2.576 -0.742 0.682
C 1.316 -0.492 0.847
N 0.561 -1.547 1.070
N 0.788 0.704 0.686
C -0.638 0.963 0.545
C -1.238 0.138 -0.776
C -2.437 0.576 -1.579
C -1.302 0.834 -2.097
H 2.720 -1.651 0.987
H 3.351 -0.024 0.643
H 0.942 -2.415 1.091
H -0.449 -1.493 1.144
H 1.311 1.347 0.175
H -1.322 0.521 1.362
H -0.830 2.041 0.330
H -1.019 -0.915 -0.612
H -3.542 0.778 -1.710
H -0.790 1.376 -2.788
*
```

energy above the lowest of the compared OMol25 structures with the same formula, charge and spin = 78.7 kcal per mole
energy = -9808.3347 eV
SMILES = NC(N)=[NH+]CC1C=C1
E_LUMO = -0.1100 Ha
HOMO level = -12.832 eV